{"formula": "C24H35N3O6S", "method": "ωB97M-V with the def2-TZVPD basis set", "species": ["C", "C", "C", "C", "N", "C", "C", "C", "C", "C", "C", "O", "C", "N", "C", "C", "C", "N", "O", "O", "C", "C", "C", "O", "C", "S", "O", "O", "C", "C", "C", "C", "C", "C", "H", "H", "H", "H", "H", "H", "H", "H", "H", "H", "H", "H", "H", "H", "H", "H", "H", "H", "H", "H", "H", "H", "H", "H", "H", "H", "H", "H", "H", "H", "H", "H", "H", "H", "H"], "xyz": [[-3.281, 0.831, 3.710], [-2.797, -0.615, 3.714], [-1.310, -0.756, 3.393], [-0.991, -0.323, 1.954], [0.357, -0.582, 1.470], [1.400, 0.077, 2.246], [1.234, 1.596, 2.280], [2.526, 2.292, 2.704], [2.348, 3.804, 2.766], [0.610, -1.997, 1.269], [1.836, -2.322, 0.386], [1.775, -3.666, -0.014], [1.973, -1.406, -0.844], [0.877, -1.633, -1.759], [-0.372, -1.042, -1.506], [-0.512, 0.281, -1.146], [-1.786, 0.826, -1.007], [-1.913, 2.191, -0.608], [-0.891, 2.831, -0.444], [-3.032, 2.639, -0.452], [-2.918, 0.062, -1.262], [-2.782, -1.263, -1.622], [-1.515, -1.844, -1.722], [-1.275, -3.139, -1.969], [-2.329, -3.967, -2.411], [1.252, -1.551, -3.408], [0.095, -1.981, -4.132], [2.492, -2.235, -3.600], [1.461, 0.211, -3.641], [0.353, 0.969, -3.970], [0.467, 2.348, -4.018], [1.682, 2.950, -3.731], [2.790, 2.179, -3.412], [2.680, 0.798, -3.362], [-2.672, 1.438, 4.378], [-3.234, 1.261, 2.714], [-4.313, 0.883, 4.050], [-3.379, -1.193, 2.992], [-2.979, -1.044, 4.703], [-1.020, -1.800, 3.525], [-0.734, -0.153, 4.098], [-1.165, 0.749, 1.857], [-1.680, -0.835, 1.277], [1.454, -0.315, 3.276], [2.354, -0.154, 1.765], [0.942, 1.951, 1.290], [0.443, 1.874, 2.979], [2.834, 1.919, 3.684], [3.319, 2.048, 1.993], [3.282, 4.290, 3.038], [1.595, 4.069, 3.505], [2.026, 4.186, 1.800], [-0.267, -2.421, 0.773], [0.750, -2.542, 2.217], [2.753, -2.236, 0.979], [1.158, -3.720, -0.758], [2.050, -0.362, -0.531], [2.873, -1.701, -1.386], [0.344, 0.909, -0.969], [-3.894, 0.513, -1.164], [-3.666, -1.851, -1.809], [-3.087, -4.101, -1.633], [-2.789, -3.564, -3.316], [-1.869, -4.927, -2.637], [-0.573, 0.464, -4.195], [-0.390, 2.953, -4.271], [1.767, 4.025, -3.757], [3.736, 2.652, -3.199], [3.524, 0.170, -3.125]], "atomic_forces_ev_per_a": [[-0.030, -0.249, -0.027], [0.179, 0.119, 0.105], [-0.124, -0.057, -0.315], [0.003, 0.005, 0.225], [0.204, -0.104, 0.113], [-0.150, 0.164, -0.109], [0.392, -0.280, 0.098], [-0.290, 0.113, -0.015], [0.152, -0.221, 0.036], [0.203, -0.040, -0.002], [-0.112, 0.448, -0.012], [0.009, -0.366, -0.053], [0.542, -0.163, 0.562], [0.315, -0.174, -0.975], [-1.140, -0.050, -0.039], [-0.294, 0.106, 0.064], [0.161, -1.295, -0.417], [-0.061, 0.638, 0.169], [0.149, 0.178, 0.060], [-0.200, 0.116, 0.042], [0.202, 0.344, 0.082], [0.042, -0.304, -0.064], [0.155, 0.334, 0.286], [0.105, 0.208, 0.141], [-0.225, -0.172, -0.053], [0.061, 0.068, -0.010], [-0.068, 0.308, 0.074], [0.192, 0.234, 0.172], [-0.091, -0.683, -0.009], [-0.145, 0.050, -0.189], [-0.002, -0.050, 0.009], [-0.008, 0.012, 0.000], [0.012, -0.034, 0.046], [0.191, -0.022, 0.033], [0.060, 0.127, 0.070], [-0.013, 0.136, -0.098], [-0.094, 0.098, 0.010], [-0.038, -0.094, 0.022], [-0.061, -0.070, -0.052], [0.085, -0.006, 0.059], [0.089, -0.013, 0.095], [-0.135, 0.039, -0.056], [-0.050, 0.055, -0.038], [0.080, -0.019, -0.010], [0.061, 0.007, 0.068], [-0.091, 0.016, -0.057], [-0.126, 0.056, -0.007], [0.088, -0.054, 0.001], [0.053, -0.073, 0.015], [0.045, 0.132, 0.020], [-0.088, 0.084, 0.068], [-0.041, 0.106, -0.095], [0.006, -0.072, 0.026], [-0.082, -0.044, -0.091], [-0.078, 0.092, -0.110], [-0.024, 0.011, 0.008], [0.018, 0.032, -0.057], [0.035, 0.079, 0.232], [0.082, 0.000, -0.022], [-0.037, 0.001, 0.007], [-0.067, -0.069, -0.010], [0.040, 0.018, -0.050], [0.013, 0.015, 0.024], [-0.078, 0.053, 0.012], [-0.153, 0.020, -0.027], [-0.087, 0.045, -0.023], [0.012, 0.100, -0.007], [0.087, 0.029, 0.009], [0.158, -0.019, 0.036]], "smiles": "CCCCN(CCCC)C[C@@H](O)CN(c1cc([N+](=O)[O-])ccc1OC)S(=O)(=O)c1ccccc1", "e_tot_ev": -53043.2749, "multiplicity": 1, "gap_ev": 8.03}